[1]
# C4H12NOS

A cluster of 2 separate species, C4H12NOS in total (the ωB97M-V functional and the def2-TZVPD basis, OMol25).

Element x y z (Å)
C1 0.2889 0.0768 0.3392
C2 1.7891 -1.8793 0.2814
S1 -1.7659 1.9767 0.0966
H1 0.9851 0.9163 0.4528
H2 0.0467 -1.6647 1.4043
H3 0.0916 1.0877 -2.7648
N1 0.7886 -1.1250 0.9867
H4 1.8287 -3.6186 1.6122
H5 -1.7501 -0.3224 0.8193
C3 -1.0477 0.5108 0.9158
H6 1.6842 -1.7303 -0.8163
H7 0.7433 -3.7633 0.2583
H8 0.1604 -0.0630 -0.7395
H9 2.7862 -1.5060 0.5108
H10 -0.8933 0.7442 1.9713
O1 -0.2088 1.9979 -2.7684
C4 1.7256 -3.3720 0.5548
H11 2.5019 -3.9048 -0.0004
H12 -0.7183 2.0655 -1.9249

HOMO-LUMO gap (eV): 6.077
Net charge: -1
ΔE to the lowest compared entry with this formula, charge and spin (kcal/mol): 6.8
Calculated total energy (eV): -18716.461
HOMO level (eV): -2.721


[2]
# C4H12NOS2

A cluster of 3 separate species, C4H12NOS2 in total at a distorted geometry (the ωB97M-V functional and the def2-TZVPD basis, OMol25).

Element x y z (Å)
H1 -1.9766 -0.9165 -1.5435
H2 1.0491 -3.2337 0.0314
C1 1.0042 -2.0645 0.1620
C2 0.6596 2.2292 -1.1702
O1 -1.2809 -1.4257 0.6557
H3 -1.1803 -1.7565 3.2550
H4 -2.5373 0.8198 -1.8216
H5 -1.1486 2.0170 -0.0353
S1 -1.3669 0.1529 -1.8938
H6 1.3572 2.9837 -0.7804
H7 1.4306 0.5158 0.5738
H8 1.0848 1.3665 -1.6317
H9 0.7707 -1.7860 -0.8285
H10 -0.0222 2.7462 -1.7659
H11 1.8293 -1.6647 0.6822
C3 -0.1611 1.5676 -0.1877
S2 0.1452 -1.4919 2.8564
C4 -0.2287 -1.6493 1.1110
N1 0.4183 0.8419 0.7044
H12 0.1534 0.7483 1.6269

HOMO-LUMO gap (eV): 9.282
Net charge: +1
ΔE to the lowest compared entry with this formula, charge and spin (kcal/mol): 55.0
Calculated total energy (eV): -29542.087
HOMO level (eV): -13.520


[3]
# C4H12NP2

The ion C4H12NP2 with charge +1 at a distorted geometry (the ωB97M-V functional and the def2-TZVPD basis, OMol25).

Element x y z (Å)
H1 0.4368 1.5659 0.8236
H2 -0.6790 -1.3882 -1.6796
H3 0.1915 -2.4091 0.3366
C1 -0.1298 -1.3402 0.5580
H4 -0.2117 3.0768 -1.8779
C2 -0.8055 -0.6207 -0.8459
P1 -1.1902 -1.5176 2.0998
C3 0.8836 0.8281 0.1365
H5 2.0794 -0.8858 0.4970
H6 -1.8859 -0.4464 -0.5173
C4 0.0650 0.6138 -1.1121
P2 -1.0935 2.0405 -1.4858
N1 1.1388 -0.5211 0.7899
H7 1.3111 -0.5098 1.8528
H8 1.9116 1.2169 0.0368
H9 -1.1420 0.0156 2.3021
H10 -1.4842 1.5322 -2.6471
H11 -0.0275 -1.7118 2.7850
H12 0.6315 0.4608 -2.0523

HOMO-LUMO gap (eV): 9.431
Net charge: +1
ΔE to the lowest compared entry with this formula, charge and spin (kcal/mol): 20.2
Calculated total energy (eV): -24401.408
HOMO level (eV): -12.866
SMILES string: P[C@H]1C[NH2+][C@@H](P)C1


[4]
# C4H12NPS

A cluster of 2 separate species, C4H12NPS in total at a distorted geometry (the ωB97M-V functional and the def2-TZVPD basis, OMol25).

Element x y z (Å)
H1 2.3884 2.3417 1.1387
H2 1.4182 -1.1646 0.7155
H3 -1.1971 -0.5179 -1.9598
H4 -2.6186 1.3017 -1.1634
H5 2.3038 -0.9003 2.1147
H6 2.8711 0.5395 -0.2749
C1 1.8047 1.4572 1.1242
C2 -2.2251 -0.6955 -1.9634
H7 -2.3792 -1.6827 -1.6746
H8 3.1945 -1.5483 0.7078
H9 0.9104 1.5439 0.4824
C3 -2.8936 0.1893 -0.9198
H10 1.4075 1.3024 2.1536
H11 -4.0799 0.2963 -0.9384
S1 -2.5843 -0.2940 0.8449
H12 -2.4567 -0.2964 -2.9938
N1 2.6991 0.4659 0.7399
C4 2.4076 -0.8971 1.0692
P1 -0.9709 -1.4412 0.7972

HOMO-LUMO gap (spin up / spin down) (eV): 6.536 / 6.526
Net charge: 0
ΔE to the lowest compared entry with this formula, charge and spin (kcal/mol): 76.8
Calculated total energy (eV): -25953.720
HOMO level (spin up / spin down) (eV): -7.608 / -7.592


[5]
# C4H12NPS

The molecule C4H12NPS at a distorted geometry (the ωB97M-V functional and the def2-TZVPD basis, OMol25).

Element x y z (Å)
H1 2.5309 -1.5810 -0.7337
C1 3.1708 -0.6876 -0.6571
H2 -2.8866 0.4062 0.9405
C2 -2.3428 0.2133 0.0137
H3 -2.0344 1.1288 -0.5280
H4 -2.9599 -0.4852 -0.5947
H5 -1.8624 -2.0435 0.9408
H6 4.0245 -1.0449 -0.0413
P1 0.3268 0.6770 -0.5691
S1 2.0667 0.2323 0.6141
N1 -0.9589 -0.3311 0.3385
H7 3.5466 -0.1754 -1.4969
H8 -0.0317 -2.3176 0.7913
H9 0.7430 2.9515 0.2361
H10 -0.8539 2.7342 -0.3895
H11 -1.1300 -2.1707 -0.7462
C3 -0.1024 2.2783 0.2942
H12 -0.3403 2.0314 1.3081
C4 -0.9060 -1.8159 0.2792

HOMO-LUMO gap (eV): 8.809
Net charge: 0
ΔE to the lowest compared entry with this formula, charge and spin (kcal/mol): 35.2
Calculated total energy (eV): -25955.524
HOMO level (eV): -7.901
SMILES string: CSP(C)N(C)C


[6]
# C4H12NS

A cluster of 2 separate species, C4H12NS in total at a distorted geometry (the ωB97M-V functional and the def2-TZVPD basis, OMol25).

Element x y z (Å)
H1 -0.3309 -0.5534 2.3045
C1 -2.1577 2.4513 0.7059
N1 -0.3415 0.1864 1.6083
H2 1.1457 -2.0782 0.7641
H3 0.1099 1.0321 1.9583
S1 1.8400 -1.5148 -1.4703
C2 -2.8850 1.6503 -0.1301
H4 1.7696 -0.2324 -1.9094
H5 -3.9679 1.7856 -0.1843
C3 0.2359 -0.1861 0.1989
H6 -1.0957 2.6104 0.6034
H7 0.5812 0.7725 -0.1942
H8 -0.6372 -0.5830 -0.3218
H9 -2.6576 3.0749 1.4529
H10 -2.4160 0.8512 -0.7360
H11 2.2281 -0.7751 0.8151
H12 -1.3066 0.4982 1.4221
C4 1.3949 -1.1605 0.2741

HOMO-LUMO gap (eV): 9.539
Net charge: +1
ΔE to the lowest compared entry with this formula, charge and spin (kcal/mol): 40.0
Calculated total energy (eV): -16659.925
HOMO level (eV): -13.079


[7]
# C4H12NS

A cluster of 2 separate species, C4H12NS in total at a distorted geometry (the ωB97M-V functional and the def2-TZVPD basis, OMol25).

Element x y z (Å)
H1 -0.7091 -1.3173 -1.5023
H2 2.1637 0.3330 0.1724
H3 -0.3417 1.0042 -1.3072
H4 1.8695 1.4344 -1.1990
H5 -0.3511 -0.8190 1.6081
H6 -1.1016 1.3242 1.0721
H7 -2.9587 0.7883 -2.0678
C1 -0.5547 -0.7156 -0.4841
C2 1.5484 0.4568 -0.8284
C3 -0.4237 -1.4737 0.7552
H8 0.5945 0.7240 1.4759
C4 -0.0276 1.2619 0.7521
N1 0.0913 0.5213 -0.4970
H9 0.4365 2.3646 0.6807
H10 1.7723 -0.2834 -1.4741
S1 -2.9499 0.5473 -0.6924
H11 -1.0757 -2.3107 0.9427
H12 0.6116 -1.7979 0.6654

HOMO-LUMO gap (eV): 7.415
Net charge: +1
ΔE to the lowest compared entry with this formula, charge and spin (kcal/mol): 97.4
Calculated total energy (eV): -16657.435
HOMO level (eV): -13.037


[8]
# C4H12NS2

A cluster of 2 separate species, C4H12NS2 in total (the ωB97M-V functional and the def2-TZVPD basis, OMol25).

Element x y z (Å)
H1 0.0680 -2.5841 -1.1609
H2 2.5378 1.6889 0.0975
H3 3.3073 0.3579 0.9453
N1 -0.2636 -1.6318 -1.3293
C1 -0.0708 2.9470 1.5760
H4 0.9935 2.9914 1.7885
C2 2.4873 0.6185 0.2762
H5 -3.4167 -2.4362 -0.3118
H6 0.2625 -1.0021 -0.6579
H7 2.6316 0.0794 -0.6577
S1 0.9186 0.1451 1.0525
C3 -1.7109 -1.5338 -1.1001
H8 0.0262 -1.3676 -2.2756
H9 -1.8846 -3.4505 -0.2462
S2 -0.3822 1.6107 0.3901
H10 -0.6331 2.8266 2.4957
H11 -0.3740 3.8594 1.0744
H12 -2.1354 -0.5966 -1.4264
C4 -2.3615 -2.5223 -0.5304

HOMO-LUMO gap (eV): 9.400
Net charge: +1
ΔE to the lowest compared entry with this formula, charge and spin (kcal/mol): 19.0
Calculated total energy (eV): -27496.161
HOMO level (eV): -12.600


[9]
# C4H12NS2

The ion C4H12NS2 with charge +1 at a distorted geometry (the ωB97M-V functional and the def2-TZVPD basis, OMol25).

Element x y z (Å)
H1 -3.4396 -0.4715 -0.5174
H2 -1.6913 0.6388 -1.8369
H3 1.4845 1.9208 1.2166
H4 -2.4967 -0.7988 -2.5642
H5 -1.4905 0.8062 0.5353
H6 -2.4190 -1.9063 -0.5279
C1 3.0540 0.2531 1.2765
H7 -0.9841 -0.8469 -2.0822
N1 -1.8717 -0.3649 -1.8842
H8 2.5584 -0.1934 2.1439
S1 0.1160 -0.9622 0.4455
S2 1.0833 0.4882 -0.6942
H9 -1.9793 -0.7120 1.5418
H10 2.7730 1.9547 -0.0436
C2 2.1840 1.3323 0.6292
C3 -2.3894 -0.8071 -0.5387
H11 4.0120 0.5222 1.7141
C4 -1.5751 -0.2854 0.6224
H12 3.0715 -0.5678 0.5639

HOMO-LUMO gap (eV): 9.308
Net charge: +1
ΔE to the lowest compared entry with this formula, charge and spin (kcal/mol): 12.6
Calculated total energy (eV): -27496.437
HOMO level (eV): -12.788
SMILES string: CCSSCC[NH3+]


[10]
# C4H12NS2

The ion C4H12NS2 with charge +1 at a distorted geometry (the ωB97M-V functional and the def2-TZVPD basis, OMol25).

Element x y z (Å)
H1 1.6295 -1.4631 0.7056
H2 -2.7454 0.3104 -0.5590
H3 -0.4348 1.5487 2.6146
H4 2.0092 -3.1382 -1.2428
H5 -2.0714 1.5520 -1.1457
H6 0.4479 -2.2705 -1.5540
S1 1.1683 1.4818 0.8870
S2 1.2978 0.4755 -0.7453
C1 1.5354 -2.1875 -1.4120
H7 -1.0406 0.2527 -0.6940
C2 -1.7104 1.5771 0.8412
C3 1.9721 -1.2192 -0.3017
H8 -0.4931 0.0350 1.8962
H9 2.0433 -1.8761 -2.3131
C4 -0.5203 1.0810 1.5979
H10 -2.6068 1.5151 1.4955
H11 3.0700 -1.1591 -0.2626
N1 -1.8642 0.8253 -0.4519
H12 -1.6867 2.6593 0.6442

HOMO-LUMO gap (eV): 9.307
Net charge: +1
ΔE to the lowest compared entry with this formula, charge and spin (kcal/mol): 13.9
Calculated total energy (eV): -27496.379
HOMO level (eV): -12.845
SMILES string: CCSSCC[NH3+]


[11]
# C4H12NS2

A cluster of 2 separate species, C4H12NS2 in total at a distorted geometry (the ωB97M-V functional and the def2-TZVPD basis, OMol25).

Element x y z (Å)
C1 -0.2839 0.8888 2.1921
H1 -0.6075 0.3088 3.0590
H2 -2.3388 -0.6255 -2.3912
C2 1.0503 0.5103 1.5683
H3 -1.0791 0.8800 1.4340
S1 3.0297 -1.3216 0.2747
H4 -2.6198 0.3268 -0.9543
H5 -2.2259 -1.4015 -0.7288
C3 -2.0423 -0.5191 -1.3404
H6 1.9043 0.7650 2.2122
C4 0.1965 0.1856 -2.1774
H7 -0.1331 0.2766 -3.2150
N1 -0.5910 -0.2766 -1.2852
H8 -0.2426 1.8980 2.6165
H9 1.2300 1.0339 0.6293
S2 1.2228 -1.3011 1.2638
H10 -0.1442 -0.5714 -0.3905
H11 2.4735 -1.4874 -0.9276
H12 1.2010 0.4302 -1.8394

HOMO-LUMO gap (spin up / spin down) (eV): 10.759 / 6.306
Net charge: +2
ΔE to the lowest compared entry with this formula, charge and spin (kcal/mol): 42.4
Calculated total energy (eV): -27482.925
HOMO level (spin up / spin down) (eV): -19.567 / -19.107
2S+1: 2


[12]
# C4H12NS3

A cluster of 2 separate species, C4H12NS3 in total at a distorted geometry (the ωB97M-V functional and the def2-TZVPD basis, OMol25).

Element x y z (Å)
C1 1.5287 -2.4972 -0.6295
H1 1.7019 -2.4543 -1.7178
H2 1.0095 2.3369 0.7230
C2 -2.7638 0.0296 -0.8513
H3 -2.8476 -0.5147 -1.8390
H4 2.1218 -1.9439 0.0643
N1 -0.1128 0.0336 1.9663
H5 2.3569 2.9172 -0.3583
C3 1.3761 2.2970 -0.3153
H6 0.6703 2.8313 -0.9291
H7 -3.6038 0.8859 -0.9325
H8 -2.9782 -0.5800 0.0500
S1 1.6029 0.5358 -0.5245
H9 -0.3700 -0.8433 2.2570
S2 -0.1579 -1.8028 -0.5129
S3 -1.3140 1.0418 -0.5633
C4 0.0558 -0.0370 -0.3498
H10 -0.7603 0.7454 2.2987
H11 0.7416 0.4647 2.4042
H12 1.7430 -3.4459 -0.2401

HOMO-LUMO gap (eV): 9.211
Net charge: +1
ΔE to the lowest compared entry with this formula, charge and spin (kcal/mol): 47.8
Calculated total energy (eV): -38330.188
HOMO level (eV): -13.462